Entry 1:
Here is C23H30BrGaN3 as an isolated structure from the OMol25 dataset. Energies are from wB97M-V/def2-TZVPD.

Properties
* E_tot: -151222.0014 eV
* F_max: 0.014 Eh/bohr
* LUMO level: -2.5 eV
* frontier orbital gap: 0.31316 Ha

Structure (ORCA input):
```
! wB97M-V def2-TZVPD RIJCOSX def2/J DEFGRID3
* xyz 1 1
Ga -0.285 0.364 -0.680
Br 2.272 0.356 -1.713
C 2.340 2.250 -1.428
C 3.572 2.830 -1.453
C 3.670 4.225 -1.309
C 2.537 4.973 -1.185
C 1.258 4.369 -1.169
C 0.092 5.163 -1.075
C -1.137 4.580 -1.042
C -1.251 3.176 -1.060
C -0.162 2.342 -1.167
C 1.125 2.952 -1.253
H 4.460 2.230 -1.598
H 4.646 4.691 -1.312
H 2.592 6.051 -1.098
H 0.204 6.239 -1.029
H -2.033 5.184 -0.982
H -2.255 2.780 -0.952
N -2.471 0.307 -1.314
C -3.375 -0.617 -2.043
C -3.516 -1.969 -1.355
C -2.375 -2.948 -1.629
C -1.038 -2.579 -1.001
N -0.296 -1.519 -1.750
H -2.916 0.545 -0.430
H -2.430 1.174 -1.841
H -2.987 -0.747 -3.056
H -4.359 -0.153 -2.130
H -4.445 -2.426 -1.699
H -3.620 -1.817 -0.276
H -2.253 -3.073 -2.711
H -2.663 -3.921 -1.230
H -0.415 -3.470 -0.949
H -1.195 -2.225 0.021
H -0.682 -1.414 -2.684
H 0.661 -1.826 -1.889
C 3.094 -3.573 1.655
N 1.849 -2.930 2.029
C 0.715 -3.821 1.905
C 1.636 -1.682 1.329
C 0.636 -0.771 2.016
C 0.610 -0.739 3.409
C -0.268 0.090 4.088
C -1.123 0.923 3.381
C -1.087 0.912 1.997
C -0.223 0.063 1.298
H 3.207 -4.495 2.223
H 3.931 -2.919 1.898
H 3.144 -3.822 0.581
H 0.849 -4.687 2.553
H 0.580 -4.185 0.870
H -0.193 -3.300 2.212
H 1.305 -1.854 0.285
H 2.595 -1.161 1.270
H 1.285 -1.392 3.946
H -0.284 0.085 5.170
H -1.803 1.583 3.904
H -1.727 1.601 1.452
*
```

Here are the Mulliken charges for atoms 1 to 8, given in e: atom 1 (Ga): 0.230, atom 2 (Br): -0.131, atom 3 (C): 0.670, atom 4 (C): -0.721, atom 5 (C): -0.583, atom 6 (C): -0.975, atom 7 (C): 0.798, atom 8 (C): -0.733

***

Entry 2:
Here is one molecule with the formula C23H30FN3O5S at a distorted geometry from the OMol25 dataset. Energies are from wB97M-V/def2-TZVPD.

Properties
* E_tot: -52596.9540 eV
* F_max: 0.020 Eh/bohr
* LUMO level: 0.5 eV
* frontier orbital gap: 0.30139 Ha
* SMILES: O=S(=O)(c1ccc(OC[C@@H](O)CN2CCN(c3ccc(F)cc3)CC2)cc1)N1CCOCC1

Structure (ORCA input):
```
! wB97M-V def2-TZVPD RIJCOSX def2/J DEFGRID3
* xyz 0 1
O 7.193 0.796 1.102
S 6.587 0.492 -0.166
O 7.089 1.154 -1.334
N 6.588 -1.159 -0.493
C 7.648 -1.634 -1.363
H 7.796 -0.878 -2.133
C 8.937 -1.860 -0.571
H 9.704 -2.326 -1.193
O 8.716 -2.743 0.508
C 7.750 -2.224 1.397
H 7.640 -2.964 2.192
C 6.415 -1.991 0.681
H 5.710 -1.488 1.344
H 5.991 -2.946 0.354
H 8.097 -1.271 1.819
H 9.300 -0.891 -0.197
H 7.313 -2.573 -1.818
C 4.828 0.764 -0.035
C 4.266 1.152 1.163
C 2.899 1.358 1.255
C 2.098 1.176 0.130
C 2.683 0.780 -1.079
C 4.043 0.576 -1.160
H 4.516 0.282 -2.082
H 2.044 0.646 -1.938
O 0.756 1.350 0.100
C 0.091 1.809 1.263
C -1.391 2.020 0.900
O -1.529 3.025 -0.062
H -1.197 2.680 -0.900
C -2.010 0.685 0.446
N -3.213 0.878 -0.338
C -3.668 -0.367 -0.931
C -4.848 -0.098 -1.871
N -5.940 0.521 -1.151
C -6.901 -0.264 -0.535
C -7.426 0.032 0.729
C -8.437 -0.729 1.285
C -8.936 -1.809 0.586
C -8.450 -2.130 -0.669
C -7.449 -1.359 -1.220
H -7.104 -1.601 -2.213
H -8.864 -2.968 -1.206
F -9.918 -2.564 1.134
H -8.831 -0.493 2.262
H -7.046 0.861 1.303
C -5.471 1.744 -0.540
H -6.289 2.249 -0.028
C -4.294 1.500 0.408
H -3.945 2.458 0.793
H -4.613 0.864 1.254
H -5.123 2.394 -1.349
H -5.162 -1.034 -2.329
H -4.527 0.591 -2.659
H -2.844 -0.807 -1.498
H -3.984 -1.093 -0.158
H -1.285 0.177 -0.197
H -2.184 0.053 1.337
H -1.899 2.397 1.795
H 0.177 1.075 2.074
H 0.515 2.766 1.587
H 2.474 1.662 2.198
H 4.910 1.297 2.016
*
```

Here are the Mulliken charges for atoms 1 to 8, given in e: atom 1 (O): -0.679, atom 2 (S): 1.427, atom 3 (O): -0.761, atom 4 (N): 0.019, atom 5 (C): -0.749, atom 6 (H): 0.433, atom 7 (C): -0.431, atom 8 (H): 0.373

***

Entry 3:
Here is one molecule with the formula C23H30N2O6 from the OMol25 dataset. Energies are from wB97M-V/def2-TZVPD.

Properties
* E_tot: -39603.1934 eV
* F_max: 0.011 Eh/bohr
* LUMO level: 0.3 eV
* frontier orbital gap: 0.31836 Ha
* SMILES: CCOC(CNC(=O)c1ccc(CNC(=O)c2ccc(OC)c(OC)c2)cc1)OCC

Structure (ORCA input):
```
! wB97M-V def2-TZVPD RIJCOSX def2/J DEFGRID3
* xyz 0 1
C 2.175 -0.372 -6.188
C 1.143 0.373 -5.357
O 1.264 1.764 -5.651
C 0.653 2.643 -4.760
O 1.226 2.609 -3.478
C 2.584 3.020 -3.441
C 3.099 2.850 -2.022
H 4.136 3.170 -1.967
H 2.505 3.447 -1.336
H 3.032 1.807 -1.722
H 3.172 2.417 -4.143
H 2.649 4.072 -3.755
C -0.869 2.435 -4.575
N -1.175 1.526 -3.502
C -1.739 0.310 -3.704
O -2.102 -0.074 -4.801
C -1.888 -0.523 -2.476
C -1.865 -1.907 -2.621
C -2.007 -2.731 -1.521
C -2.201 -2.189 -0.257
C -2.248 -0.806 -0.117
C -2.088 0.022 -1.211
H -2.155 1.092 -1.081
H -2.425 -0.381 0.861
C -2.375 -3.074 0.949
N -1.635 -2.586 2.089
C -2.246 -2.149 3.220
O -3.449 -2.227 3.380
C -1.330 -1.591 4.252
C -1.660 -1.760 5.585
C -0.845 -1.250 6.583
C 0.301 -0.542 6.262
C 0.629 -0.338 4.900
C -0.182 -0.868 3.915
H 0.050 -0.690 2.876
O 1.757 0.392 4.677
C 2.130 0.662 3.350
H 2.353 -0.256 2.797
H 1.358 1.228 2.819
H 3.034 1.266 3.418
O 1.165 0.003 7.157
C 0.885 -0.136 8.528
H 1.693 0.379 9.045
H 0.873 -1.188 8.832
H -0.070 0.330 8.794
H -1.120 -1.407 7.614
H -2.559 -2.300 5.836
H -0.633 -2.537 2.011
H -3.426 -3.082 1.259
H -2.071 -4.100 0.714
H -1.978 -3.804 -1.645
H -1.732 -2.319 -3.610
H -0.725 1.732 -2.625
H -1.322 3.408 -4.359
H -1.298 2.032 -5.495
H 0.825 3.630 -5.225
H 1.316 0.206 -4.286
H 0.135 0.025 -5.612
H 2.009 -0.171 -7.242
H 3.179 -0.048 -5.929
H 2.086 -1.440 -6.010
*
```

Here are the Mulliken charges for atoms 1 to 8, given in e: atom 1 (C): -1.460, atom 2 (C): 0.078, atom 3 (O): -0.430, atom 4 (C): 0.216, atom 5 (O): -0.326, atom 6 (C): -0.200, atom 7 (C): -1.235, atom 8 (H): 0.409